Here is 5 unconnected molecules or ions with the total composition C25H35N2O17 from OMol25. Energies are from ωB97M-V/def2-TZVPD.

The value obtained for the orbital gap is 8.287 eV. For the HOMO energy, the calculation gives -12.0883 eV. Its net charge is +1. As for the calculated total energy: -2362.04897 a.u. The multiplicity is 1.

Structure (XYZ):
```
79
C25H35N2O17 ωB97M-V/def2-TZVPD
C 4.32687 -0.97414 2.34199
C 3.33675 -0.05988 1.62247
O 2.02884 -0.23152 2.23204
C 1.08083 -0.71211 1.42845
C 1.21958 -1.76223 0.59019
N 0.19398 -2.13851 -0.16044
C -0.99416 -1.57306 -0.12932
C -2.00101 -2.16476 -1.09131
O -1.76602 -3.53824 -1.35063
C -2.36862 -4.40136 -0.43611
C -2.36096 -4.07007 1.03526
O -2.84988 -5.42533 -0.84579
C -1.23103 -0.51474 0.71523
C -2.58015 0.16632 0.74776
C -3.23170 0.29589 2.14839
N -3.43026 -0.96117 2.86783
C -0.16203 -0.09904 1.47704
C -0.25181 1.05173 2.43999
O -0.59163 0.89466 3.58807
O 0.12612 2.25039 1.94030
H 3.89214 -1.97627 2.39842
H 5.25200 -1.07197 1.77422
H 4.53722 -0.60485 3.34194
H 3.35268 -0.27306 0.55206
H 3.65350 0.97713 1.72972
H 2.15730 -2.28800 0.49266
H 0.33773 -2.91646 -0.79731
H -3.02625 -1.94324 -0.81060
H -1.84682 -1.64517 -2.04391
H -2.93145 -4.76710 1.63360
H -1.32099 -4.06995 1.39387
H -2.71548 -3.04243 1.15145
H -2.42263 1.18148 0.36100
H -3.30594 -0.30519 0.09168
H -4.23065 0.70262 1.97469
H -2.73483 1.00493 2.80142
H -4.14781 -1.48342 2.38119
H -2.57521 -1.49901 2.93579
H 0.69401 2.65557 2.61153
C 1.68002 -6.08838 1.00477
C 2.47841 -6.35224 2.26037
O 2.30450 -5.13483 2.99769
C 1.16626 -4.55223 2.57553
O 0.64751 -3.61415 3.08976
O 0.67680 -5.17077 1.46729
H 1.22430 -6.98640 0.59600
H 2.27052 -5.60345 0.22417
H 2.07742 -7.17960 2.84695
H 3.53053 -6.53731 2.06130
C 1.78476 3.14004 -0.98800
C 2.86913 3.95480 -0.33056
O 3.89448 2.97209 -0.10977
C 3.70742 1.96977 -1.00047
O 4.47587 1.07874 -1.18133
O 2.52591 2.10263 -1.64570
H 1.19900 3.71253 -1.70157
H 1.11380 2.67686 -0.26421
H 3.25853 4.73897 -0.97925
H 2.55164 4.40186 0.60711
C -0.91581 0.76628 -6.04502
C -1.84281 -0.01963 -5.14628
O -1.45697 0.43051 -3.84055
C -0.88324 1.65810 -3.97836
O -0.61240 2.36906 -3.06724
O -0.67216 1.95064 -5.27823
H -1.36402 1.01171 -7.00406
H 0.03405 0.25727 -6.21693
H -2.89378 0.22601 -5.30771
H -1.71248 -1.09522 -5.24156
C -2.01377 5.83237 -0.03214
C -2.08881 6.88231 -1.11611
O -0.79247 7.48247 -1.05395
C 0.05692 6.58567 -0.50668
O 1.23651 6.71032 -0.46772
O -0.61809 5.51609 -0.00584
H -2.60687 4.94898 -0.25680
H -2.30631 6.21784 0.94623
H -2.23041 6.45109 -2.10883
H -2.86607 7.62072 -0.93716
```

***

Here is a single C3H5NO3 molecule from OMol25. Energies are from ωB97M-V/def2-TZVPD.

The value obtained for the orbital gap is 10.768 eV. For the HOMO energy, the calculation gives -10.3736 eV. Its SMILES is CC(=O)NC(=O)O. As for the calculated total energy: -397.78965 a.u. The multiplicity is 1. The energy above the lowest of the compared OMol25 structures with the same formula, charge and spin is 1.280 eV.

Structure (XYZ):
```
12
C3H5NO3 ωB97M-V/def2-TZVPD
O -0.13234 -2.19543 -0.13925
C 0.12843 -1.03536 0.00215
N -0.80004 -0.23229 0.70847
C -0.85313 1.16008 0.48485
O -1.38031 1.40187 -0.65562
O -0.67210 2.08603 1.26005
C 1.38630 -0.45038 -0.36498
H -1.49952 -0.71112 1.30645
H -1.54359 0.70795 -1.26684
H 2.18694 -1.22340 -0.71583
H 1.33747 0.35995 -1.07462
H 1.84188 0.13211 0.45516
```

***

Here is a single C6H12O molecule from OMol25. Energies are from ωB97M-V/def2-TZVPD.

The value obtained for the orbital gap is 9.132 eV. For the HOMO energy, the calculation gives -8.2109 eV. Its SMILES is C[C@@H]1C[C@@H]1[C@@H](C)O. As for the calculated total energy: -310.94329 a.u. The multiplicity is 1. The energy above the lowest of the compared OMol25 structures with the same formula, charge and spin is 3.156 eV.

Structure (XYZ):
```
19
C6H12O ωB97M-V/def2-TZVPD
C -1.88527 0.84845 -1.09280
C -0.42899 0.83087 -0.68129
O 0.02740 2.17843 -0.72968
C -0.31541 0.24791 0.68627
C -0.41149 -1.17865 1.01671
C 0.98265 -0.69202 1.21772
C 2.01212 -1.18021 0.21972
H -2.29003 -0.16803 -1.06097
H -1.98682 1.25476 -2.09941
H -2.45660 1.47458 -0.39780
H 0.15324 0.20433 -1.37320
H 0.97746 2.19077 -0.55697
H -0.73231 0.89942 1.46996
H -0.51653 -1.79148 0.11738
H -1.04949 -1.49810 1.83176
H 1.04273 0.36637 1.53429
H 1.61225 -1.27649 -0.80179
H 2.37426 -2.18101 0.49986
H 2.89082 -0.52990 0.20023
```

***

Here is 2 unconnected molecules or ions with the total composition C4H11N3 from OMol25. Energies are from ωB97M-V/def2-TZVPD.

The value obtained for the orbital gap is 8.935 eV. For the HOMO energy, the calculation gives -7.6691 eV. As for the calculated total energy: -323.19772 a.u. The multiplicity is 1. The energy above the lowest of the compared OMol25 structures with the same formula, charge and spin is 2.961 eV.

Structure (XYZ):
```
18
C4H11N3 ωB97M-V/def2-TZVPD
C -1.77192 0.74806 -0.54338
C -1.65157 -1.67204 -0.24453
C 2.70404 -0.48642 0.19324
N -1.68591 -0.32372 0.26585
C 1.30026 0.03401 0.14498
N -1.42446 1.90912 -0.12654
N 1.16240 1.23505 0.61587
H -1.06262 -0.17567 1.06172
H -2.30559 0.55472 -1.48351
H 0.22765 1.69959 0.49555
H -1.66346 2.66624 -0.75785
H 1.94932 1.82618 0.91913
H -2.27808 -1.74319 -1.13238
H -0.63081 -1.96755 -0.50776
H -2.03668 -2.35300 0.51239
H 2.73112 -1.36816 0.83555
H 3.44552 0.23208 0.55633
H 2.99080 -0.81530 -0.80465
```

***

Here is 2 unconnected molecules or ions with the total composition C27H19F3O2S from OMol25. Energies are from ωB97M-V/def2-TZVPD.

The value obtained for the orbital gap is 3.199 eV. For the HOMO energy, the calculation gives -6.1664 eV. As for the calculated total energy: -1888.42864 a.u. The multiplicity is 1. The energy above the lowest of the compared OMol25 structures with the same formula, charge and spin is 2.322 eV.

Structure (XYZ):
```
52
C27H19F3O2S ωB97M-V/def2-TZVPD
C -0.20052 -0.90419 1.13116
C -0.15241 -1.99142 0.18285
C -0.91623 -1.91853 -1.00617
C -1.02066 -3.01463 -1.85705
C -0.37110 -4.21396 -1.53004
C 0.44213 -4.28116 -0.38855
C 0.57125 -3.17588 0.45040
C 0.80860 -0.52965 2.09752
C 0.25711 0.50425 2.93972
C 0.96381 0.99576 4.02318
C 2.22182 0.45359 4.31234
C 2.77244 -0.54265 3.48607
C 2.08574 -1.02249 2.36200
C -1.11294 0.74081 2.52245
C -1.39488 -0.14000 1.41861
C -2.71124 -0.31396 0.98762
C -3.72949 0.41218 1.62033
C -3.44187 1.30098 2.67249
C -2.12414 1.47465 3.11895
H -1.40502 -0.97399 -1.25439
H -1.61287 -2.93470 -2.77115
H -0.49990 -5.09120 -2.16777
H 0.96908 -5.20650 -0.14409
H 1.17609 -3.22872 1.35537
H 0.51712 1.78829 4.62097
H 2.77368 0.80851 5.18364
H 3.76281 -0.93874 3.71325
H 2.53063 -1.74527 1.67739
H -2.92176 -1.02806 0.19226
H -4.76044 0.27698 1.29241
H -4.25064 1.84711 3.15827
H -1.87115 2.15669 3.92908
F 3.47601 3.62021 0.67113
C 3.13089 2.53083 -0.03116
F 4.01450 2.34102 -1.03985
F 3.20036 1.44111 0.78563
S 1.37726 2.72977 -0.68690
C 1.27621 1.29458 -1.62113
C 0.37174 1.12389 -2.68611
C 0.30169 -0.13963 -3.35295
C -0.59588 -0.36571 -4.38463
C -1.46566 0.65674 -4.79102
C -1.41520 1.90938 -4.15767
C -0.51173 2.15480 -3.13509
O 0.53275 2.64293 0.48871
O 1.39593 3.93533 -1.49060
H 1.92954 0.49606 -1.27605
H 0.97651 -0.92113 -2.99587
H -0.62214 -1.34394 -4.87242
H -2.17675 0.47634 -5.59890
H -2.09002 2.70924 -4.47301
H -0.46104 3.14409 -2.68123
```

***

Which value of calculated total energy does entry 1 give? -2362.04897 a.u.

***

The highest orbital gap belongs to which entry? C3H5NO3